Arrangement i

Formula: H16O8
Source: the OMol25 dataset
Level of theory: wB97M-V/def2-TZVPD

Summary:
LUMO: -0.0040 hartree
frontier orbital gap: 10.79 eV
SMILES: O.O.O.O.O.O.O.O

Geometry as XYZ:
```
24
H16O8 wB97M-V/def2-TZVPD
O 3.369 1.394 -0.868
H 3.464 0.889 -0.061
H 2.921 2.195 -0.599
O 2.215 -1.787 -3.201
H 1.835 -2.444 -3.785
H 1.993 -2.091 -2.321
O -0.197 -0.973 -0.157
H -1.031 -1.433 -0.061
H -0.405 -0.057 0.026
O 0.319 3.795 -0.754
H -0.058 3.325 -0.010
H -0.420 3.941 -1.345
O 0.363 -0.125 4.072
H 0.998 -0.091 3.357
H -0.244 0.592 3.889
O 0.001 -4.280 2.617
H -0.030 -4.283 1.661
H -0.793 -4.743 2.885
O -2.121 -0.029 -3.699
H -2.794 -0.423 -3.144
H -2.539 0.062 -4.556
O -1.964 2.173 1.793
H -2.176 2.823 2.463
H -2.707 1.570 1.799
```

***

Arrangement ii

Formula: H16O8
Source: the OMol25 dataset
Level of theory: wB97M-V/def2-TZVPD

Summary:
LUMO: 0.0131 hartree
frontier orbital gap: 11.06 eV
SMILES: O.O.O.O.O.O.O.O

Geometry as XYZ:
```
24
H16O8 wB97M-V/def2-TZVPD
O 0.771 0.359 -0.102
H 1.552 -0.154 -0.369
H 0.214 0.488 -0.845
O 3.026 1.232 3.270
H 2.168 1.645 3.637
H 3.650 1.953 3.390
O -0.699 2.437 0.236
H -0.024 2.017 -0.259
H -0.669 3.313 -0.189
O -3.037 0.698 -3.831
H -3.252 0.741 -4.734
H -3.762 0.167 -3.483
O -0.471 -1.595 -2.324
H -1.115 -2.328 -2.376
H -0.853 -1.021 -1.646
O 1.486 -2.723 3.378
H 1.198 -3.039 4.225
H 1.759 -1.729 3.443
O -3.641 3.100 0.096
H -3.841 2.197 -0.283
H -3.590 3.541 -0.704
O 2.953 -3.497 0.109
H 3.278 -3.400 -0.804
H 2.900 -4.402 0.166
```

***

Name the least stable of them. arrangement ii.

***

Arrangement i

Formula: H16O8
Source: the OMol25 dataset
Level of theory: wB97M-V/def2-TZVPD

Summary:
LUMO: 0.0076 hartree
frontier orbital gap: 11.71 eV
SMILES: O.O.O.O.O.O.O.O

Geometry as XYZ:
```
24
H16O8 wB97M-V/def2-TZVPD
O 6.253 -4.349 2.190
H 6.747 -4.972 1.657
H 5.440 -4.210 1.704
O 0.696 -4.808 0.432
H 0.688 -5.116 1.339
H -0.130 -5.125 0.065
O 5.724 3.378 2.034
H 5.232 3.061 1.276
H 6.232 4.116 1.699
O -3.248 5.006 -0.529
H -3.301 5.390 0.346
H -3.526 5.708 -1.117
O -6.136 2.089 3.669
H -6.045 1.167 3.909
H -5.237 2.410 3.605
O 1.990 -3.537 -4.386
H 1.084 -3.315 -4.602
H 2.038 -3.446 -3.434
O 0.057 0.332 1.207
H 0.164 -0.605 1.040
H -0.698 0.585 0.675
O -5.014 1.996 -4.435
H -4.160 2.138 -4.845
H -4.852 2.109 -3.498
```

***

Arrangement ii

Formula: H16O8
Source: the OMol25 dataset
Level of theory: wB97M-V/def2-TZVPD

Summary:
LUMO: -0.0116 hartree
frontier orbital gap: 11.19 eV
SMILES: O.O.O.O.O.O.O.O

Geometry as XYZ:
```
24
H16O8 wB97M-V/def2-TZVPD
O 0.419 -0.311 0.177
H -0.069 -0.298 -0.654
H 0.862 0.544 0.202
O -3.958 -0.863 0.015
H -4.195 -1.271 0.856
H -3.733 -1.608 -0.553
O 0.436 1.549 -5.268
H 0.096 0.735 -4.879
H 0.000 2.248 -4.769
O -0.720 3.257 -0.738
H 0.184 3.130 -1.048
H -0.712 4.136 -0.344
O 2.300 2.915 3.959
H 2.235 2.781 3.006
H 3.119 2.469 4.203
O -1.953 -2.933 2.481
H -1.735 -3.612 1.833
H -1.270 -2.264 2.357
O 2.042 -0.907 3.468
H 1.199 -0.701 3.048
H 2.480 -1.492 2.840
O 1.189 -2.365 -3.712
H 1.504 -2.450 -2.805
H 0.282 -2.690 -3.677
```

***

Arrangement iii

Formula: H16O8
Source: the OMol25 dataset
Level of theory: wB97M-V/def2-TZVPD

Summary:
LUMO: -0.0066 hartree
frontier orbital gap: 10.44 eV
SMILES: O.O.O.O.O.O.O.O

Geometry as XYZ:
```
24
H16O8 wB97M-V/def2-TZVPD
O -2.035 -0.303 -2.584
H -2.894 -0.462 -2.173
H -1.998 0.654 -2.718
O -0.066 1.575 2.577
H 0.605 2.134 2.169
H -0.671 1.350 1.859
O -3.168 -1.714 1.787
H -2.641 -1.016 1.383
H -3.833 -1.254 2.312
O 3.089 2.172 0.765
H 2.486 2.852 0.451
H 2.657 1.328 0.562
O 0.020 -3.451 0.055
H 0.481 -3.846 0.802
H 0.071 -2.481 0.200
O -0.379 -0.706 0.083
H -1.072 -0.354 -0.496
H 0.386 -0.138 -0.087
O 2.274 -0.188 -0.859
H 2.970 -0.535 -0.285
H 2.176 -0.859 -1.551
O 0.127 1.781 -1.478
H 0.706 1.052 -1.734
H 0.708 2.410 -1.041
```

***

Arrangement iv

Formula: H16O8
Source: the OMol25 dataset
Level of theory: wB97M-V/def2-TZVPD

Summary:
LUMO: -0.0217 hartree
frontier orbital gap: 9.45 eV

Geometry as XYZ:
```
24
H16O8 wB97M-V/def2-TZVPD
O -0.987 -0.030 -2.336
H -1.247 0.390 -3.155
H -0.619 0.680 -1.808
O -1.507 -1.901 -1.533
H -0.743 -2.472 -1.609
H -1.184 -1.034 -1.782
O 1.534 -0.606 1.461
H 2.153 0.124 1.455
H 2.086 -1.388 1.479
O -1.379 1.305 1.438
H -1.031 2.113 1.815
H -0.951 0.606 1.932
O 0.562 0.308 3.372
H 0.851 -0.111 2.561
H 1.053 -0.139 4.061
O 0.160 -0.070 -0.110
H 0.761 -0.090 0.635
H -0.551 -0.660 0.139
O 0.885 -1.071 -2.744
H 0.743 -1.910 -2.306
H 0.362 -0.446 -2.242
O -0.303 2.334 -0.576
H -0.471 2.674 0.302
H -0.175 1.394 -0.449
```

***

Name the least stable of them. arrangement iv.

***

Arrangement i

Formula: CFN3O2
Source: the OMol25 dataset
Level of theory: wB97M-V/def2-TZVPD

Summary:
LUMO (alpha / beta): -0.0734 / -0.0628 hartree
frontier orbital gap (alpha / beta): 7.75 / 8.18 eV

Geometry as XYZ:
```
7
CFN3O2 wB97M-V/def2-TZVPD
C 0.215 0.357 0.089
N 0.221 -0.900 -0.474
N 1.173 1.161 0.359
N -1.836 -0.441 -0.016
O -1.129 0.643 0.349
O -1.017 -1.270 -0.507
F 2.373 0.450 0.200
```

***

Arrangement ii

Formula: CFN3O2
Source: the OMol25 dataset
Level of theory: wB97M-V/def2-TZVPD

Summary:
LUMO: -0.0211 hartree
frontier orbital gap: 10.71 eV
SMILES: N#CN(F)[N+](=O)[O-]

Geometry as XYZ:
```
7
CFN3O2 wB97M-V/def2-TZVPD
N -1.398 1.978 0.149
C -0.865 0.972 0.265
N -0.329 -0.224 0.400
F -0.067 -0.669 1.679
N 0.760 -0.807 -0.571
O 0.691 -0.330 -1.642
O 1.409 -1.639 -0.071
```

***

Name the least stable of them. arrangement i.

***

Arrangement i

Formula: C3H11N2O
Source: the OMol25 dataset
Level of theory: wB97M-V/def2-TZVPD

Summary:
LUMO: -0.1471 hartree
total charge: +1
frontier orbital gap: 9.10 eV

Geometry as XYZ:
```
17
C3H11N2O wB97M-V/def2-TZVPD
C 1.863 -0.055 -1.078
N 0.823 0.058 -1.967
O 2.981 -0.337 -1.412
H 1.585 0.052 -0.021
H -0.108 -0.056 -1.606
H 0.987 -0.295 -2.897
C -2.403 0.818 0.616
N -1.912 -0.144 1.648
C -0.413 -0.376 1.682
H -3.489 0.758 0.570
H -2.095 1.828 0.862
H -2.057 0.482 -0.357
H -2.380 -1.040 1.510
H -2.212 0.202 2.560
H -0.156 -0.905 0.773
H -0.210 -0.980 2.560
H 0.018 0.619 1.746
```

***

Arrangement ii

Formula: C3H11N2O
Source: the OMol25 dataset
Level of theory: wB97M-V/def2-TZVPD

Summary:
LUMO: -0.1025 hartree
total charge: +1
frontier orbital gap: 12.10 eV

Geometry as XYZ:
```
17
C3H11N2O wB97M-V/def2-TZVPD
C -1.890 0.208 0.950
C -0.541 -1.258 -0.485
C -0.251 1.230 -0.573
N 0.517 0.826 0.669
N -0.586 0.071 0.169
O 2.839 -0.333 0.441
H -1.697 1.029 1.584
H -2.736 0.354 0.287
H -1.876 -0.767 1.541
H 0.415 -1.462 -0.967
H -0.704 -2.091 0.133
H -1.220 -1.311 -1.288
H 0.049 1.184 -1.625
H -0.922 2.165 -0.339
H 1.501 0.433 0.647
H 3.349 0.362 0.069
H 3.088 -0.389 1.386
```

***

Name the least stable of them. arrangement ii.

***

Arrangement i

Formula: C2H8N4O
Source: the OMol25 dataset
Level of theory: wB97M-V/def2-TZVPD

Summary:
LUMO: 0.0231 hartree
frontier orbital gap: 8.54 eV
SMILES: [H]/N=C1/CN1N.NO

Geometry as XYZ:
```
15
C2H8N4O wB97M-V/def2-TZVPD
H 1.122 -1.707 1.307
N 1.150 -1.792 0.292
C 0.909 -0.738 -0.325
C 0.937 -0.082 -1.623
N 0.847 0.680 -0.361
N 1.061 1.596 0.666
H 1.888 0.047 -2.125
H 0.023 -0.070 -2.209
H 0.468 1.246 1.431
H 0.787 2.555 0.477
N -1.716 -0.573 0.861
O -2.171 0.201 -0.251
H -2.064 -1.480 0.525
H -1.868 -0.813 1.840
H -1.373 0.930 -0.505
```

***

Arrangement ii

Formula: C2H8N4O
Source: the OMol25 dataset
Level of theory: wB97M-V/def2-TZVPD

Summary:
LUMO (alpha / beta): 0.0080 / 0.0198 hartree
frontier orbital gap (alpha / beta): 7.58 / 7.91 eV

Geometry as XYZ:
```
15
C2H8N4O wB97M-V/def2-TZVPD
C -0.027 0.539 -0.558
C 1.147 -1.196 0.608
N 0.061 -0.730 -0.240
N 0.486 1.584 0.167
O -1.012 0.859 -1.426
N -1.598 -0.482 1.171
N -2.551 -0.900 0.607
H -1.266 1.782 -1.295
H 1.195 -0.174 -1.650
H 1.235 1.351 0.801
H 0.471 2.498 -0.262
H -2.416 -1.102 -0.420
H 0.791 -1.267 1.639
H 2.048 -0.574 0.590
H 1.438 -2.189 0.268
```

***

Name the least stable of them. arrangement i.